[1]
{"formula": "CHIN2O2S", "method": "ωB97M-V/def2-TZVPD", "species": ["C", "N", "N", "O", "O", "S", "I", "H"], "coordinates": [[0.606731, 1.870026, 0.393303], [0.068196, 2.763437, 0.859162], [1.377085, 1.144202, -0.286206], [1.607430, -2.530438, -0.644833], [1.692319, -0.143312, -0.316039], [0.973748, -1.513068, 0.064596], [-2.631924, -1.291182, 0.421690], [-3.693586, -0.299666, -0.491671]], "forces_ev_per_a": [[-0.8968, -1.3412, 1.2099], [-1.6253, 1.9566, 1.2928], [3.6040, -0.7337, -3.1771], [1.5796, -2.4549, -1.5433], [-1.0557, -0.2839, 0.3456], [-1.5288, 2.8329, 1.8682], [-1.2221, 1.0432, -0.9405], [1.1451, -1.0189, 0.9443]], "total_charge": 0, "mol_weight_g_mol": 232.0, "de_lowest_kj_mol": 365.4, "e_lumo_ev": [-2.93, -2.93], "homo_lumo_gap_ev": [6.06, 6.06]}



[2]
{"formula": "CHIOS2", "method": "ωB97M-V/def2-TZVPD", "species": ["C", "O", "S", "S", "I", "H"], "coordinates": [[-1.083968, 0.368327, 0.037820], [3.736705, 1.762384, -0.766676], [-2.348323, 0.460959, 0.944695], [2.745345, 2.774522, -1.134891], [0.644233, 2.661068, 0.321303], [-0.498502, -0.347524, -0.260622]], "forces_ev_per_a": [[-4.0542, 3.7306, 1.6962], [-0.0843, -0.0651, 0.1404], [0.2344, -0.0767, -0.0889], [-0.8905, 0.1726, 0.5285], [1.4048, 0.2754, -0.6734], [3.3898, -4.0367, -1.6027]], "total_charge": 0, "mol_weight_g_mol": 220.1, "de_lowest_kj_mol": 382.1, "e_lumo_ev": [-1.41, -1.82], "homo_lumo_gap_ev": [7.67, 5.71]}



[3]
{"formula": "CHIP2", "method": "ωB97M-V/def2-TZVPD", "species": ["C", "P", "P", "I", "H"], "coordinates": [[1.482978, -0.854869, 0.523849], [-2.581914, 0.379872, 0.457020], [-3.072383, 0.696638, -1.378706], [1.592969, 0.960424, -0.363525], [2.578349, -1.182064, 0.761361]], "forces_ev_per_a": [[1.0783, -0.8658, 0.5250], [-0.5128, 0.3367, -2.0386], [0.5382, -0.3506, 2.0366], [0.2448, 0.1057, -0.0371], [-1.3485, 0.7739, -0.4860]], "total_charge": 0, "mol_weight_g_mol": 201.9, "de_lowest_kj_mol": 380.9, "e_lumo_ev": -1.31, "homo_lumo_gap_ev": 7.56}



[4]
{"formula": "CHLiMnO2", "method": "ωB97M-V/def2-TZVPD", "species": ["O", "H", "Mn", "O", "C", "Li"], "coordinates": [[-0.173445, 0.118565, -0.698602], [0.533469, -0.224891, -1.268152], [-1.345689, 1.391445, -1.514469], [1.005080, 0.637068, 1.808120], [0.773030, -0.199961, 1.035741], [-0.792444, -1.722227, 0.637362]], "forces_ev_per_a": [[-0.4112, -0.5253, -1.1118], [-0.0739, -0.0105, 0.1687], [-0.7229, 0.9356, -0.5020], [-0.7800, -1.9668, -3.0419], [1.4802, 1.0773, 4.8405], [0.5078, 0.4897, -0.3535]], "spin_multiplicity": 7, "total_charge": 1, "mol_weight_g_mol": 106.9, "e_lumo_ev": [-4.55, -4.79], "homo_lumo_gap_ev": [6.74, 10.13]}



[5]
{"formula": "CHLiO2Pt", "method": "ωB97M-V/def2-TZVPD", "species": ["O", "H", "Pt", "O", "C", "Li"], "coordinates": [[-1.123883, -0.435808, -0.835291], [-1.557041, -1.199296, -0.443023], [-1.328329, -0.051252, -2.418707], [2.743420, 0.482778, 1.829633], [1.671901, 0.478431, 1.485726], [-0.406068, 0.725147, 0.381661]], "forces_ev_per_a": [[1.7783, -3.5708, 14.9016], [-0.1728, -0.6737, 0.6001], [-1.8902, 3.9479, -15.8757], [-1.2867, -0.0820, -0.3184], [1.1123, 0.1607, 0.1861], [0.4591, 0.2178, 0.5063]], "spin_multiplicity": 4, "total_charge": 1, "mol_weight_g_mol": 247.0, "de_lowest_kj_mol": 0.0, "e_lumo_ev": [-4.38, -6.96], "homo_lumo_gap_ev": [6.78, 8.04]}



[6]
{"formula": "CHN2", "method": "ωB97M-V/def2-TZVPD", "species": ["C", "N", "N", "H"], "coordinates": [[-1.131888, 0.098747, -0.133686], [-0.148058, -0.539464, -0.825597], [0.213714, 0.087659, 0.166651], [1.066231, 0.353058, 0.792631]], "forces_ev_per_a": [[-1.9596, 1.4580, 1.5894], [2.2935, -2.1164, -2.5469], [0.6729, 1.2811, 2.2480], [-1.0068, -0.6227, -1.2905]], "total_charge": 1, "mol_weight_g_mol": 41.0, "de_lowest_kj_mol": 163.3, "e_lumo_ev": -9.17, "homo_lumo_gap_ev": 9.99, "smiles": "C1#[N+]N1"}



[7]
{"formula": "CHN2O2P", "method": "ωB97M-V/def2-TZVPD", "species": ["C", "N", "N", "O", "O", "P", "H"], "coordinates": [[-0.103161, 0.360330, -1.686118], [-0.258112, 0.018532, -2.795057], [2.655111, -0.998744, -0.528942], [3.522125, -0.510812, -1.199295], [2.452712, -2.023916, 0.007424], [0.440590, 1.089588, -0.190932], [-0.669611, 0.758312, 0.512474]], "forces_ev_per_a": [[-0.0903, -0.3397, -1.9146], [0.0730, 0.3333, 1.6773], [0.2327, 1.3563, -0.6738], [-0.6357, -0.8145, 0.6744], [0.3277, -0.5306, 0.0383], [1.3050, 0.4663, -0.5338], [-1.2123, -0.4711, 0.7322]], "total_charge": 0, "mol_weight_g_mol": 104.0, "de_lowest_kj_mol": 145.6, "e_lumo_ev": [-2.41, -1.73], "homo_lumo_gap_ev": [8.06, 8.01]}



[8]
{"formula": "CHN2O2P", "method": "ωB97M-V/def2-TZVPD", "species": ["C", "N", "N", "O", "O", "P", "H"], "coordinates": [[-2.754963, -0.487184, 0.332442], [-3.542543, -1.262800, 0.780766], [3.210646, 0.475336, 0.056216], [3.548049, 1.524071, 0.490637], [2.288923, -0.149706, -0.335840], [-1.448820, 0.475311, -0.114031], [-1.301290, -0.575027, -1.210188]], "forces_ev_per_a": [[-3.6136, -3.2872, 2.4659], [2.0205, 2.3349, -1.3862], [2.2164, -1.1878, -0.0157], [-1.3608, 0.1646, -0.1894], [-0.8818, 1.0241, 0.2060], [1.2808, -0.5018, -2.0420], [0.3384, 1.4532, 0.9614]], "total_charge": 0, "mol_weight_g_mol": 104.0, "de_lowest_kj_mol": 189.4, "e_lumo_ev": [-2.31, -1.22], "homo_lumo_gap_ev": [7.82, 8.31]}



[9]
{"formula": "CHN2OS", "method": "ωB97M-V/def2-TZVPD", "species": ["C", "N", "N", "O", "S", "H"], "coordinates": [[0.807435, -0.663618, -0.209313], [0.727190, -1.820813, -0.437795], [0.997252, 0.382250, 0.497639], [1.756504, 1.390584, 0.267315], [-2.076805, 0.938394, -0.408822], [-2.211573, -0.226798, 0.290974]], "forces_ev_per_a": [[0.3790, -3.8710, -1.6585], [-0.1099, 1.3404, -0.2807], [0.2292, 4.6119, 2.2411], [-0.9765, -1.9976, -0.4404], [0.4060, -0.6093, 0.4824], [0.0721, 0.5257, -0.3439]], "total_charge": -1, "mol_weight_g_mol": 89.1, "de_lowest_kj_mol": 271.8, "e_lumo_ev": [3.46, 1.70], "homo_lumo_gap_ev": [8.10, 4.98]}



[10]
{"formula": "CHN3O", "method": "ωB97M-V/def2-TZVPD", "species": ["C", "N", "N", "N", "O", "H"], "coordinates": [[-0.013295, 0.716859, 0.295188], [0.254173, -0.136709, 1.186337], [-0.119803, 0.261550, -1.046016], [0.120668, -1.616736, 0.124357], [-0.117839, -1.048319, -0.947510], [-0.123905, 1.823356, 0.387644]], "forces_ev_per_a": [[0.3347, 0.1081, -2.8946], [-0.5615, -3.9905, -1.2334], [-0.9780, 1.3055, 1.2902], [0.2968, 3.9667, 3.3203], [0.6126, -0.2385, -0.7044], [0.2954, -1.1514, 0.2219]], "total_charge": 0, "mol_weight_g_mol": 71.0, "de_lowest_kj_mol": 653.1, "e_lumo_ev": [-0.86, -0.87], "homo_lumo_gap_ev": [9.94, 9.93]}



[11]
{"formula": "CHN3O", "method": "ωB97M-V/def2-TZVPD", "species": ["C", "N", "N", "N", "O", "H"], "coordinates": [[0.617405, 1.834381, 0.937184], [-2.030887, -1.194217, -0.850652], [-1.957210, -0.587177, 0.060589], [0.637099, 0.837237, 0.348170], [0.884701, -0.305111, -0.282883], [1.848895, -0.585114, -0.212405]], "forces_ev_per_a": [[-0.2723, 0.8943, 0.4748], [0.0496, 0.6955, 1.0420], [-0.2185, -0.7443, -1.0466], [1.2099, -1.2089, -0.4742], [0.6617, -0.7455, -0.3073], [-1.4304, 1.1089, 0.3112]], "total_charge": 0, "mol_weight_g_mol": 71.0, "de_lowest_kj_mol": 357.8, "e_lumo_ev": 0.14, "homo_lumo_gap_ev": 11.72}



[12]
{"formula": "CHN3O", "method": "ωB97M-V/def2-TZVPD", "species": ["C", "N", "N", "N", "O", "H"], "coordinates": [[1.148025, 0.288725, -0.127005], [2.181714, 0.689094, 0.101578], [-1.156093, 0.601844, 0.045418], [-0.108222, -0.079439, -0.112158], [0.065275, -1.753704, 0.049716], [-2.130697, 0.253480, 0.042450]], "forces_ev_per_a": [[-0.4307, 1.0322, 0.2937], [2.3459, 0.6811, 0.0310], [3.4327, 0.9337, -0.9204], [-5.7727, -6.6633, 1.3632], [-0.8469, 5.4958, -0.8415], [1.2717, -1.4796, 0.0741]], "total_charge": 0, "mol_weight_g_mol": 71.0, "de_lowest_kj_mol": 776.7, "e_lumo_ev": [-2.53, -2.53], "homo_lumo_gap_ev": [8.18, 8.17], "smiles": "[H]/N=[N+](\\[O-])C#N"}



[13]
{"formula": "CHN3O", "method": "ωB97M-V/def2-TZVPD", "species": ["C", "N", "N", "N", "O", "H"], "coordinates": [[1.493254, 0.352608, -0.371708], [-1.862276, 0.755408, 0.300593], [1.198935, 0.696599, 0.676812], [-1.539723, -0.318610, 0.349230], [-1.147705, -1.403484, 0.376838], [1.857517, -0.082522, -1.331764]], "forces_ev_per_a": [[0.9243, -1.0089, -1.5700], [-0.0486, -0.8313, 0.0994], [-0.1267, 0.2582, 0.2389], [-0.7602, 3.2324, -0.1962], [0.6469, -2.4223, 0.1097], [-0.6358, 0.7719, 1.3181]], "total_charge": 0, "mol_weight_g_mol": 71.0, "de_lowest_kj_mol": 342.4, "e_lumo_ev": 0.94, "homo_lumo_gap_ev": 12.72, "smiles": "N#[N+][O-].C#N"}



[14]
{"formula": "CHN3O2", "method": "ωB97M-V/def2-TZVPD", "species": ["C", "N", "N", "N", "O", "O", "H"], "coordinates": [[1.402280, -0.389576, 0.592084], [-1.627437, 0.868984, -1.452360], [-1.588338, -0.133727, -0.970291], [1.298263, 0.672485, 1.141141], [1.568790, -1.313571, -0.079249], [-1.824405, -1.193140, -0.535780], [0.770848, 1.488545, 1.304456]], "forces_ev_per_a": [[-0.7444, 2.8401, -0.1399], [1.0186, 0.8108, -0.0883], [-1.6879, 0.4590, -0.7204], [0.9388, -1.4832, 0.2459], [0.3109, -1.5509, -0.1208], [0.6700, -1.2814, 0.8132], [-0.5059, 0.2056, 0.0103]], "total_charge": 0, "mol_weight_g_mol": 87.0, "de_lowest_kj_mol": 105.7, "e_lumo_ev": 0.67, "homo_lumo_gap_ev": 11.90, "smiles": "N#[N+][O-].N=C=O"}



[15]
{"formula": "CHN3O3", "method": "ωB97M-V/def2-TZVPD", "species": ["C", "H", "N", "N", "N", "O", "O", "O"], "coordinates": [[0.104669, 0.309401, -0.004957], [-2.959106, -0.231850, 0.610709], [-1.096301, 0.800643, -0.099455], [2.275968, 0.251605, -0.139863], [1.868945, -0.891707, -0.090971], [-1.867595, -0.382816, -0.237937], [1.247556, 1.063618, -0.042980], [0.425862, -0.918897, 0.005457]], "forces_ev_per_a": [[-2.8627, 3.6486, -0.4494], [4.7093, -0.4606, -3.5993], [1.8320, -0.9182, 0.3256], [-0.0258, -1.2729, 0.2789], [0.7651, -2.1580, -0.1821], [-5.2615, 0.8200, 3.5486], [-1.6400, 2.8631, 0.0382], [2.4835, -2.5219, 0.0396]], "total_charge": 0, "mol_weight_g_mol": 103.0, "de_lowest_kj_mol": 342.2, "e_lumo_ev": -0.24, "homo_lumo_gap_ev": 9.30}



[16]
{"formula": "CHN3O3S", "method": "ωB97M-V/def2-TZVPD", "species": ["C", "N", "N", "N", "O", "O", "O", "S", "H"], "coordinates": [[-0.305795, 0.839269, 2.064956], [-0.178041, 0.321405, 3.080981], [-0.709541, 0.555027, -0.330826], [1.060001, -1.295755, -1.254049], [0.054337, -1.597375, -0.722061], [1.964749, -1.803153, -1.746513], [-0.627677, 1.338592, 0.895963], [0.416756, 1.161821, -1.365823], [-1.674789, 0.480169, -0.622627]], "forces_ev_per_a": [[-0.9570, -1.0149, -2.0198], [0.4496, 0.0600, 0.6664], [1.5524, 1.3630, 0.0964], [-2.3403, 2.9728, 1.0112], [0.3154, -1.9812, 0.0371], [2.1056, -1.5319, -1.1051], [-0.5585, 1.1858, 1.1133], [-0.3422, -1.2934, -0.1271], [-0.2250, 0.2398, 0.3276]], "total_charge": 0, "mol_weight_g_mol": 135.1, "de_lowest_kj_mol": 818.7, "e_lumo_ev": [-1.60, -1.97], "homo_lumo_gap_ev": [8.21, 8.13]}



[17]
{"formula": "CHN3O3S", "method": "ωB97M-V/def2-TZVPD", "species": ["C", "N", "N", "N", "O", "O", "O", "S", "H"], "coordinates": [[-2.649099, 0.726177, 0.474639], [-1.723466, 1.651133, 0.527452], [-1.256998, 2.199621, -0.943112], [-3.234659, -0.201601, 0.065860], [0.940936, 1.849022, 0.528942], [-0.081306, -0.125895, -0.481467], [-4.067196, -1.034669, -0.094856], [-0.238014, 1.424980, -0.143777], [0.726141, -0.463619, -0.087168]], "forces_ev_per_a": [[-0.8626, -1.8209, -0.6063], [1.5888, 1.2017, 0.7401], [0.3314, 0.4013, -1.3184], [-0.0380, 1.0943, 0.9873], [0.1160, -0.1116, -0.3894], [-0.5691, 0.7137, -0.4064], [-0.4701, -0.9588, -0.5336], [-0.5847, -0.3921, 1.2497], [0.4883, -0.1276, 0.2770]], "total_charge": 0, "mol_weight_g_mol": 135.1, "de_lowest_kj_mol": 817.8, "e_lumo_ev": -0.49, "homo_lumo_gap_ev": 9.13, "smiles": "O=[S@]1(O)=NN1C#[N+][O-]"}



[18]
{"formula": "CHN4O", "method": "ωB97M-V/def2-TZVPD", "species": ["C", "N", "N", "N", "N", "O", "H"], "coordinates": [[-0.854247, 0.406580, 0.900456], [-0.109954, 0.306761, -2.041938], [0.567066, -0.076391, -1.184120], [-1.411710, 1.106897, 0.107478], [0.699913, -0.669828, -0.147836], [1.606106, -0.871570, 0.754994], [-0.497175, -0.202450, 1.610965]], "forces_ev_per_a": [[-3.5566, 4.2547, -5.4666], [0.5053, 0.7202, -0.6488], [0.1418, -0.0212, -1.2385], [1.3005, -1.9855, 3.4261], [-1.2013, -1.6354, 1.2842], [1.5567, 0.3503, 0.1536], [1.2536, -1.6830, 2.4898]], "total_charge": -1, "mol_weight_g_mol": 85.0, "de_lowest_kj_mol": 299.4, "e_lumo_ev": 4.62, "homo_lumo_gap_ev": 7.07}



[19]
{"formula": "CHN4O2", "method": "ωB97M-V/def2-TZVPD", "species": ["C", "N", "N", "N", "N", "O", "O", "H"], "coordinates": [[-0.025550, -1.728342, 0.306107], [-1.146731, 0.346518, -2.182991], [-0.569400, 1.183475, -2.584002], [-0.545520, 0.537134, 0.656061], [-0.998481, -0.538909, 0.838456], [-0.556155, -2.787382, 0.062470], [1.087554, -1.240571, 0.137482], [0.364912, 0.528754, 0.282634]], "forces_ev_per_a": [[-0.0801, 2.1295, -0.1754], [0.2511, 0.4059, -0.3630], [-0.2686, -0.4117, 0.1977], [-1.6052, 4.1165, 0.9651], [-1.5955, -3.9672, 0.4032], [-0.5931, -0.9315, 0.2424], [1.4912, -0.6665, -0.2816], [2.4002, -0.6749, -0.9884]], "total_charge": -1, "mol_weight_g_mol": 101.0, "de_lowest_kj_mol": 0.0, "e_lumo_ev": 4.67, "homo_lumo_gap_ev": 7.97}



[20]
{"formula": "CHN4O2", "method": "ωB97M-V/def2-TZVPD", "species": ["C", "N", "N", "N", "N", "O", "O", "H"], "coordinates": [[-0.792899, 0.074287, 1.473781], [-0.000108, -0.708062, 1.111223], [0.582312, 0.103208, -1.333176], [-0.306916, -0.460807, -1.945177], [1.129059, 0.041962, -0.276189], [-1.582707, 0.841111, 1.911005], [1.920102, 0.845156, 0.317138], [-0.948843, -0.736855, -1.258604]], "forces_ev_per_a": [[-0.9118, 0.8575, 0.7083], [1.1305, -2.2505, -0.9663], [2.1341, 1.1951, -1.4596], [-1.2860, -0.3472, -2.1957], [3.0713, 1.3823, 2.7482], [-0.9552, 0.9406, 0.3607], [-1.1911, -0.7498, -0.6995], [-1.9917, -1.0280, 1.5038]], "total_charge": -1, "mol_weight_g_mol": 101.0, "de_lowest_kj_mol": 492.7, "e_lumo_ev": 4.06, "homo_lumo_gap_ev": 8.09}